A molecular structure, CH4OS2 in a non-equilibrium geometry, computed with the ωB97M-V functional and the def2-TZVPD basis.

```
! wB97M-V def2-TZVPD RIJCOSX def2/J DEFGRID3
* xyz 0 1
C 1.05861 -0.25905 0.21257
O 0.35946 -1.42216 0.26086
S -1.62461 0.96843 0.02004
S -1.87313 -0.95105 0.04996
H 1.66168 -0.11206 -0.73015
H 1.60810 -0.22100 1.15278
H 0.48372 0.59345 0.25842
H -1.67383 1.40345 -1.22449
*
```

The value obtained for the LUMO energy is -1.36 eV. The energy above the lowest of the compared OMol25 structures with the same formula, charge and spin is 2.4106 eV. As for the total energy: -24816.8646 eV. The HOMO energy comes out at -9.38 eV. The orbital gap is 8.02 eV.